1.
DFT (wB97M-V/def2-TZVPD) results for a gas-phase ion, C4H5N2O3S (charge -1) in a non-equilibrium geometry.

Computed properties:
HOMO-LUMO gap in eV: 7.556
Net charge: -1
Energy in Ha: -888.8330
E_HOMO in eV: -4.250
Structure (SMILES): CS[C@]1(C(=O)[O-])N=NCO1
M in u: 161.16
Multiplicity: 1

Geometry (Å):
1 C -3.49930 -0.03579 -0.07720
2 C -0.64838 -1.86861 -0.48164
3 C -1.77745 -0.03398 0.08866
4 C 0.32391 1.87604 0.65154
5 N -0.95087 -1.82308 0.96896
6 N -1.52682 -0.72382 1.23905
7 O -4.06756 0.68177 0.74997
8 O -3.84070 -0.72714 -0.99130
9 O -1.07179 -0.64886 -0.98866
10 S -1.41268 1.75024 0.08377
11 H 0.45546 -2.05985 -0.79999
12 H -1.15406 -2.85955 -1.01648
13 H 0.34110 2.88632 1.02233
14 H 1.17788 1.84012 -0.08873
15 H 0.40296 1.04515 1.45324

***

2.
DFT (wB97M-V/def2-TZVPD) results for a molecular structure, C4H5N2P in a non-equilibrium geometry.

Computed properties:
HOMO-LUMO gap in eV: 9.415
Net charge: 0
Energy in Ha: -606.1386
E_HOMO in eV: -8.859
M in u: 112.07
Multiplicity: 1

Geometry (Å):
1 C 0.80186 -0.82931 0.92033
2 C 0.07188 0.20743 1.35323
3 C 0.59584 0.17590 -1.13810
4 C -0.16810 1.13532 -0.73399
5 N 0.33415 -1.10674 -0.40220
6 N -0.98448 0.59732 0.41472
7 P -1.43548 -1.06236 -0.12128
8 H 1.68353 -1.32977 1.54254
9 H 0.13805 0.76938 2.26996
10 H 1.55385 0.15033 -1.65059
11 H -0.48953 2.12232 -0.99977
12 H -2.10158 -0.82982 -1.45484

***

3.
DFT (wB97M-V/def2-TZVPD) results for a gas-phase ion, C4H5N2S (charge -1) in a non-equilibrium geometry.

Computed properties:
HOMO-LUMO gap in eV: 6.629
Net charge: -1
Energy in Ha: -663.1321
E_HOMO in eV: -2.635
Structure (SMILES): Cc1nccn1[S-]
M in u: 113.16
Multiplicity: 1

Geometry (Å):
1 C 1.87719 -0.15991 -0.33073
2 C 1.23460 1.01658 -0.71803
3 C -0.10413 -0.47852 0.26197
4 C -1.40746 -0.89566 0.76535
5 N 1.02459 -1.07292 0.24386
6 N -0.10254 0.90126 -0.36415
7 S -1.52750 1.80839 -0.67466
8 H 2.90232 -0.47536 -0.47095
9 H 1.58389 1.97691 -1.03550
10 H -1.64928 -1.76733 1.36869
11 H -1.89391 0.02418 1.23315
12 H -1.93778 -0.87761 -0.27899

***

4.
DFT (wB97M-V/def2-TZVPD) results for a molecular structure, C4H5N3 in a non-equilibrium geometry.

Computed properties:
HOMO-LUMO gap in eV: 9.352
Net charge: 0
Energy in Ha: -319.5363
E_HOMO in eV: -9.590
M in u: 95.11
Multiplicity: 1

Geometry (Å):
1 C -2.27743 0.11438 0.20625
2 C -0.84108 0.22629 0.00608
3 C 1.37038 1.02415 -0.05403
4 C 1.75924 -0.28854 0.22836
5 H -2.75866 0.71849 0.93345
6 H -2.29186 -1.18567 0.41599
7 H -3.19088 0.27467 -0.89804
8 H 2.03187 1.82572 -0.02231
9 H 2.75506 -0.52368 0.32765
10 N 0.03414 1.29343 -0.14559
11 N 0.88541 -1.33504 -0.01871
12 N -0.43558 -1.03941 -0.27522

***

5.
DFT (wB97M-V/def2-TZVPD) results for a single C4H5N3 molecule in a non-equilibrium geometry.

Computed properties:
HOMO-LUMO gap in eV: 8.100
Net charge: 0
Energy in Ha: -319.5326
E_HOMO in eV: -8.575
Structure (SMILES): C1=CNN=CN=C1
M in u: 95.11
Multiplicity: 1

Geometry (Å):
1 C -1.13383 -0.66862 -0.19071
2 C -1.04226 0.66303 -0.25507
3 C 0.03595 1.36490 0.18200
4 C 1.87469 -0.07778 -0.21203
5 H -0.38937 -2.32171 0.36451
6 H -2.17500 -1.15494 -0.45887
7 H -2.05881 1.31842 -0.22037
8 H -0.50662 2.17228 0.73896
9 H 2.89023 0.14381 -0.54647
10 N -0.08060 -1.29532 0.51989
11 N 1.30011 1.13880 0.18301
12 N 1.28552 -1.28287 -0.10486

***

6.
DFT (wB97M-V/def2-TZVPD) results for 2 unconnected molecules or ions with the total composition C4H5N3.

Computed properties:
HOMO-LUMO gap in eV: 8.807
Net charge: 0
Energy in Ha: -319.5401
E_HOMO in eV: -8.677
Structure (SMILES): C1=C=NC=NC=1.N
M in u: 95.10
Multiplicity: 1

Geometry (Å):
1 N 1.76958 -1.03932 -1.56519
2 C 0.16286 -0.07549 0.12106
3 C 0.31022 0.09066 1.35063
4 N -0.39489 0.59158 2.32633
5 C -1.55471 1.01270 1.73151
6 N -1.88461 0.92891 0.44775
7 C -1.02023 0.37522 -0.42602
8 H 1.59612 -2.03599 -1.52134
9 H 2.10097 -0.81196 -2.49182
10 H 2.50604 -0.82839 -0.89962
11 H -2.27786 1.46800 2.40104
12 H -1.31349 0.32409 -1.47433

***

7.
DFT (wB97M-V/def2-TZVPD) results for 2 unconnected molecules or ions with the total composition C4H5N3 in a non-equilibrium geometry.

Computed properties:
HOMO-LUMO gap in eV: 11.019
Net charge: 0
Energy in Ha: -319.6156
E_HOMO in eV: -10.959
M in u: 95.10
Multiplicity: 1

Geometry (Å):
1 N 2.46032 0.45501 1.07101
2 C 2.91700 -0.62730 1.17739
3 C 0.18829 -0.11878 -0.70248
4 C -1.08317 -0.89310 -0.75045
5 N -1.99594 -0.10756 0.05735
6 C -1.29990 0.89360 0.44885
7 N 0.04955 0.94394 0.00413
8 H 1.14307 -0.41157 -1.13030
9 H -1.45564 -1.01443 -1.77456
10 H -0.96509 -1.89779 -0.32084
11 H -1.66885 1.66646 1.11264
12 H 1.71035 1.11152 0.80727

***

8.
DFT (wB97M-V/def2-TZVPD) results for a single C4H5N3 molecule in a non-equilibrium geometry.

Computed properties:
HOMO-LUMO gap in eV: 8.969
Net charge: 0
Energy in Ha: -319.6069
E_HOMO in eV: -9.279
Structure (SMILES): [H]/N=C1C=C/C(=N/[H])N/1
M in u: 95.11
Multiplicity: 1

Geometry (Å):
1 C -1.07249 -0.19403 -0.11802
2 C 1.17999 -0.06727 -0.08106
3 C 0.62406 1.30844 -0.05970
4 C -0.78387 1.21674 0.04529
5 H -2.37331 -1.41246 0.28519
6 H -0.04449 -1.85530 -0.41891
7 H 2.63796 -1.25471 0.20027
8 H 1.26677 2.06297 -0.06282
9 H -1.67629 1.92174 0.25630
10 N -2.29883 -0.45610 -0.14842
11 N 0.09163 -0.90835 0.19859
12 N 2.44888 -0.36167 -0.09670

***

9.
DFT (wB97M-V/def2-TZVPD) results for a single C4H5N3 molecule.

Computed properties:
HOMO-LUMO gap in eV: 7.119
Net charge: 0
Energy in Ha: -319.5504
E_HOMO in eV: -7.209
M in u: 95.10
Multiplicity: 1

Geometry (Å):
1 N 1.07459 1.75155 -0.04307
2 C 0.23673 0.21027 -0.02428
3 C 1.05163 -0.83453 -0.32708
4 N 0.42481 -2.07855 -0.35172
5 C -0.86952 -2.11743 -0.05687
6 N -1.67320 -1.08836 0.26614
7 C -1.11127 0.12451 0.28179
8 H 1.03377 2.22118 -0.95520
9 H 0.89428 2.49597 0.64848
10 H 2.05416 1.46584 0.07147
11 H -1.35015 -3.10439 -0.05930
12 H -1.76582 0.95394 0.54963

***

10.
DFT (wB97M-V/def2-TZVPD) results for a single C4H5N3 molecule in a non-equilibrium geometry.

Computed properties:
HOMO-LUMO gap in eV: 9.538
Net charge: 0
Energy in Ha: -319.4613
E_HOMO in eV: -9.381
Structure (SMILES): [H]/N=C(/C#C)NN=C
M in u: 95.11
Multiplicity: 1

Geometry (Å):
1 C -0.46906 0.51800 1.82991
2 C 0.59190 -0.20775 -1.08267
3 C -0.82427 -0.24628 -1.34743
4 C -2.04789 -0.13809 -1.13190
5 H -0.94090 -0.35230 1.54398
6 H -0.68181 0.96115 2.91680
7 H 2.10928 0.59221 -0.02300
8 H 2.30770 -0.74225 -1.21073
9 H -3.15942 -0.80661 -1.12011
10 N 0.58134 0.86962 1.35225
11 N 1.14521 0.19758 0.19910
12 N 1.38791 -0.64528 -1.92619

***

11.
DFT (wB97M-V/def2-TZVPD) results for a single C4H5N3 molecule in a non-equilibrium geometry.

Computed properties:
HOMO-LUMO gap in eV: 10.842
Net charge: 0
Energy in Ha: -319.6355
E_HOMO in eV: -10.265
Structure (SMILES): CNC(C#N)C#N
M in u: 95.10
Multiplicity: 1

Geometry (Å):
1 C 1.15849 -1.01939 0.53438
2 N 0.76742 0.05680 -0.35823
3 C -0.43153 0.74645 0.04318
4 C -0.78603 1.67301 -1.03153
5 N -1.00645 2.35109 -1.93701
6 C -1.61560 -0.10138 0.34906
7 N -2.51671 -0.75303 0.66222
8 H 2.24091 -0.96696 0.65435
9 H 0.97035 -1.98512 0.05239
10 H 0.61471 -1.08291 1.48234
11 H 0.73997 -0.19280 -1.34532
12 H -0.19513 1.31572 0.95662

***

12.
DFT (wB97M-V/def2-TZVPD) results for a single C4H5N3 molecule in a non-equilibrium geometry.

Computed properties:
HOMO-LUMO gap in eV: 10.117
Net charge: 0
Energy in Ha: -319.5960
E_HOMO in eV: -9.389
Structure (SMILES): [H]/N=C/c1cn[nH]c1
M in u: 95.11
Multiplicity: 1

Geometry (Å):
1 C -1.67961 0.49958 -0.00323
2 C -0.22933 0.31831 -0.11342
3 C 0.28002 -1.00058 -0.09465
4 C 0.89048 1.15957 -0.00872
5 H -3.28921 0.25353 0.34045
6 H -2.03014 1.47603 0.03993
7 H -0.32606 -1.86018 0.01026
8 H 2.71720 0.56028 0.69807
9 H 1.01729 2.27898 -0.12490
10 N -2.53337 -0.45987 0.03594
11 N 1.56076 -1.00608 0.04849
12 N 1.87854 0.24168 -0.03353